(1)
Computed, not measured: C3H5NO2 in the gas phase in a non-equilibrium geometry, with ωB97M-V/def2-TZVPD.

Positions of all 11 atoms, in Å:
1 O 0.815 -0.948 -1.894
2 C -0.307 -0.872 -1.452
3 C -0.602 -0.399 -0.059
4 N 0.571 0.059 0.594
5 C 0.641 1.378 1.247
6 O -0.025 2.345 0.970
7 H -1.190 -1.161 -2.048
8 H -1.314 0.430 -0.083
9 H -1.091 -1.228 0.492
10 H 1.457 -0.282 0.221
11 H 1.046 0.677 2.011

Structure (SMILES): O=CCNC=O
HOMO-LUMO gap: 10.48 eV

Atom charges from the Mulliken analysis, given in e for atoms 1 to 5: O -0.4824; C 0.1026; C -0.4942; N -0.2071; C 0.0211

***

(2)
Computed, not measured: a molecular structure, C16H36As2F12PRb in a non-equilibrium geometry, with ωB97M-V/def2-TZVPD.

Positions of all 68 atoms, in Å:
1 Rb -0.322 -3.449 2.066
2 C 3.393 -0.332 2.193
3 C 3.638 0.036 0.738
4 C 2.981 -0.884 -0.304
5 C 1.451 -0.792 -0.314
6 P 0.651 0.669 -0.952
7 C -1.064 0.207 -1.347
8 C -1.736 -0.777 -0.375
9 C -3.051 -1.396 -0.825
10 C -4.154 -0.406 -1.235
11 C 0.607 1.996 0.260
12 C -0.274 3.189 -0.118
13 C 0.092 4.470 0.636
14 C -0.863 5.615 0.307
15 C 1.422 1.368 -2.439
16 C 1.714 0.320 -3.538
17 C 2.205 0.889 -4.882
18 C 1.926 -0.081 -6.046
19 H 4.074 0.187 2.869
20 H 3.580 -1.395 2.376
21 H 2.384 -0.089 2.536
22 H 4.715 0.015 0.553
23 H 3.320 1.076 0.611
24 H 3.232 -1.909 -0.030
25 H 3.443 -0.560 -1.235
26 H 0.972 -1.078 0.617
27 H 1.061 -1.517 -1.049
28 H -1.156 -0.116 -2.394
29 H -1.692 1.103 -1.411
30 H -1.986 -0.188 0.514
31 H -1.024 -1.530 -0.042
32 H -3.495 -1.985 -0.019
33 H -2.843 -2.080 -1.654
34 H -5.001 -1.011 -1.550
35 H -3.805 0.164 -2.102
36 H -4.427 0.277 -0.434
37 H 1.645 2.302 0.419
38 H 0.216 1.590 1.197
39 H -1.296 2.916 0.167
40 H -0.318 3.427 -1.185
41 H 1.088 4.772 0.290
42 H 0.203 4.271 1.703
43 H -1.900 5.338 0.504
44 H -0.806 5.786 -0.771
45 H -0.610 6.514 0.861
46 H 2.356 1.783 -2.050
47 H 0.706 2.112 -2.786
48 H 0.767 -0.202 -3.723
49 H 2.432 -0.385 -3.119
50 H 3.270 1.056 -4.729
51 H 1.638 1.803 -5.063
52 H 0.912 0.018 -6.429
53 H 2.045 -1.111 -5.707
54 H 2.641 0.125 -6.838
55 As -0.804 -0.131 3.986
56 F 0.751 0.509 4.443
57 F -0.337 -1.779 4.445
58 F -2.306 -0.729 3.342
59 F -1.378 1.484 3.669
60 F -0.228 -0.453 2.315
61 F -1.471 -0.027 5.585
62 As -2.784 -5.884 3.943
63 F -1.049 -6.196 4.100
64 F -2.360 -4.185 3.713
65 F -4.434 -5.401 3.746
66 F -3.176 -7.557 4.128
67 F -2.807 -5.681 5.666
68 F -2.574 -6.092 2.196

HOMO-LUMO gap: 10.55 eV

Atom charges from the Mulliken analysis, given in e for atoms 1 to 5: Rb 0.9496; C -1.1652; C -0.3281; C -0.6538; C -0.5856

***

(3)
Computed, not measured: 2 unconnected molecules or ions with the total composition C4H5N2 in a non-equilibrium geometry, with ωB97M-V/def2-TZVPD.

Positions of all 11 atoms, in Å:
1 C -2.588 0.934 1.558
2 C 1.630 -0.191 -0.668
3 C 0.398 -0.566 0.105
4 C -0.464 -0.201 -0.942
5 N -1.935 0.670 0.646
6 N 0.566 0.651 -1.042
7 H -3.022 1.087 2.410
8 H 2.473 0.285 -0.250
9 H 1.816 -1.024 -1.419
10 H 0.182 -0.403 1.072
11 H -1.327 -0.302 -1.393

HOMO-LUMO gap: 11.37 eV
Total charge: +1

Atom charges from the Mulliken analysis, given in e for atoms 1 to 5: C -0.1254; C -0.1763; C -0.2852; C 0.3603; N -0.3291

***

(4)
Computed, not measured: a molecular structure, C31H43Cl2N2PTb in a non-equilibrium geometry, with ωB97M-V/def2-TZVPD.

Positions of all 80 atoms, in Å:
1 P 0.118 -1.019 -4.443
2 C 1.714 -0.401 -5.227
3 C 2.027 -0.747 -6.693
4 C 3.456 -0.311 -7.057
5 C 3.664 1.187 -6.804
6 C 3.324 1.555 -5.354
7 C 1.901 1.109 -4.988
8 C -1.308 -0.116 -5.262
9 C -1.307 0.067 -6.788
10 C -2.648 0.639 -7.272
11 C -2.969 1.966 -6.571
12 C -2.946 1.807 -5.045
13 C -1.609 1.224 -4.563
14 C -0.027 -2.718 -5.220
15 C 1.162 -3.587 -4.766
16 C 1.076 -5.011 -5.331
17 C -0.249 -5.681 -4.948
18 C -1.441 -4.825 -5.392
19 C -1.350 -3.399 -4.828
20 H 2.472 -0.910 -4.609
21 H 1.318 -0.239 -7.356
22 H 1.915 -1.821 -6.872
23 H 3.666 -0.554 -8.106
24 H 4.171 -0.884 -6.448
25 H 4.697 1.474 -7.037
26 H 3.015 1.760 -7.482
27 H 4.038 1.064 -4.677
28 H 3.430 2.636 -5.199
29 H 1.678 1.356 -3.943
30 H 1.184 1.663 -5.608
31 H -2.152 -0.781 -5.014
32 H -3.446 -0.087 -7.057
33 H -1.096 -0.883 -7.293
34 H -0.505 0.763 -7.066
35 H -2.629 0.777 -8.360
36 H -3.944 2.344 -6.900
37 H -2.221 2.716 -6.866
38 H -3.133 2.772 -4.559
39 H -3.759 1.133 -4.740
40 H -1.622 1.080 -3.476
41 H -0.806 1.942 -4.777
42 H 0.003 -2.630 -6.316
43 H 2.110 -3.127 -5.066
44 H 1.166 -3.628 -3.667
45 H 1.156 -4.969 -6.427
46 H 1.924 -5.607 -4.973
47 H -0.284 -5.810 -3.856
48 H -0.313 -6.683 -5.389
49 H -2.384 -5.290 -5.078
50 H -1.460 -4.776 -6.490
51 H -2.204 -2.814 -5.185
52 H -1.423 -3.432 -3.731
53 Tb 0.000 0.000 0.000
54 Cl -2.026 -0.680 -0.840
55 Cl 2.222 0.039 -0.567
56 C -0.340 1.497 1.004
57 H -0.601 1.463 2.066
58 C -0.428 2.816 0.398
59 C -1.133 3.838 1.068
60 C -1.277 5.097 0.497
61 C -0.711 5.368 -0.751
62 C 0.006 4.372 -1.421
63 C 0.151 3.112 -0.856
64 H -1.575 3.622 2.038
65 H -1.829 5.871 1.024
66 H 0.462 4.586 -2.384
67 H 0.745 2.353 -1.360
68 H -0.820 6.353 -1.196
69 N 0.000 0.000 7.344
70 C 0.000 0.000 6.198
71 C 0.000 0.000 4.757
72 C -1.113 -0.549 4.125
73 C -1.018 -0.829 2.783
74 N 0.161 -0.589 2.154
75 C 1.276 -0.122 2.777
76 C 1.218 0.169 4.115
77 H -2.034 -0.746 4.662
78 H -1.895 -1.124 2.224
79 H 2.165 0.127 2.217
80 H 2.095 0.527 4.641

HOMO-LUMO gap (alpha / beta): 4.44 / 4.57 eV
Multiplicity: 7
Total charge: -1

Atom charges from the Mulliken analysis, given in e for atoms 1 to 5: P 0.4337; C 0.0144; C -0.1975; C -0.9977; C -0.6466

***

(5)
Computed, not measured: a molecular structure, C8H21NO11SZn in a non-equilibrium geometry, with ωB97M-V/def2-TZVPD.

Positions of all 43 atoms, in Å:
1 Zn 0.633 -0.041 1.161
2 S 2.014 1.834 2.400
3 O 0.546 1.434 2.455
4 O 2.082 3.159 1.724
5 O 2.616 1.905 3.725
6 O 2.610 0.700 1.603
7 O 1.015 -1.567 -0.098
8 C 0.379 -2.681 0.426
9 C 0.034 -2.575 1.906
10 O -0.449 -1.361 2.303
11 H 0.998 -3.587 0.262
12 H -0.547 -2.918 -0.148
13 H 0.945 -2.865 2.466
14 H -0.741 -3.337 2.127
15 C -3.732 -0.684 1.622
16 C -3.128 0.537 0.973
17 O -3.175 1.679 1.868
18 O -3.086 -1.117 2.750
19 H -3.779 -1.479 0.852
20 H -4.765 -0.421 1.888
21 H -3.659 0.793 0.060
22 H -2.062 0.359 0.820
23 H -2.637 1.444 2.635
24 H -2.078 -1.185 2.605
25 C 2.642 -1.904 -3.411
26 C 2.765 -0.427 -3.056
27 O 1.676 0.115 -2.349
28 O 2.974 -2.735 -2.333
29 H 3.277 -2.112 -4.289
30 H 1.621 -2.144 -3.765
31 H 3.017 0.178 -3.935
32 H 3.679 -0.386 -2.435
33 H 1.465 -0.423 -1.529
34 H 2.398 -2.465 -1.538
35 O -0.196 1.127 -0.331
36 C -0.345 2.258 -0.794
37 N 0.213 3.320 -0.216
38 C -1.345 2.505 -1.902
39 H -0.027 4.248 -0.506
40 H 0.926 3.209 0.555
41 H -1.959 1.621 -2.049
42 H -0.838 2.635 -2.863
43 H -1.977 3.352 -1.638

HOMO-LUMO gap: 7.07 eV
Total charge: -2

Atom charges from the Mulliken analysis, given in e for atoms 1 to 5: Zn 1.0884; S 1.3471; O -0.6902; O -0.9022; O -0.7355

***

(6)
Computed, not measured: C4H4O in the gas phase, with ωB97M-V/def2-TZVPD.

Positions of all 9 atoms, in Å:
1 O 0.929 0.310 0.972
2 C 1.089 -0.558 -0.059
3 C -0.062 -0.674 -0.761
4 C -0.971 0.260 -0.181
5 C -0.335 0.798 0.891
6 H 2.096 -0.901 -0.238
7 H -0.299 -1.328 -1.587
8 H -1.837 0.607 -0.714
9 H -0.611 1.486 1.677

Structure (SMILES): c1ccoc1
HOMO-LUMO gap: 10.01 eV

Atom charges from the Mulliken analysis, given in e for atoms 1 to 5: O -0.2732; C -0.3777; C -0.2087; C -0.3349; C -0.2935